Arrangement 1

{
  "formula": "CH18F3O16PSZr",
  "method": "ωB97M-V/def2-TZVPD",
  "gap_ha": 0.2030,
  "lumo_ha": -0.0359,
  "homo_energy_ev": -6.498,
  "species": ["Zr", "C", "F", "F", "F", "S", "O", "O", "O", "P", "O", "O", "O", "O", "O", "H", "H", "O", "H", "H", "O", "H", "H", "O", "H", "H", "O", "H", "H", "O", "H", "H", "O", "H", "H", "O", "H", "H", "O", "H", "H"],
  "xyz": [[30.647, -36.483, 14.008], [28.267, -34.632, 10.437], [27.661, -35.549, 9.714], [29.584, -34.713, 10.249], [27.782, -33.440, 10.084], [27.878, -34.816, 12.262], [27.566, -33.432, 12.644], [26.734, -35.711, 12.293], [29.046, -35.343, 13.036], [31.985, -36.458, 11.645], [33.281, -37.178, 11.208], [32.262, -37.298, 13.006], [30.727, -37.315, 12.055], [31.845, -35.289, 12.709], [29.416, -36.209, 15.806], [29.477, -36.495, 16.723], [28.663, -35.575, 15.787], [29.150, -31.278, 9.646], [28.882, -30.945, 10.505], [28.439, -31.882, 9.391], [25.651, -37.142, 14.418], [24.763, -37.502, 14.507], [25.562, -36.422, 13.781], [30.841, -34.227, 14.716], [31.214, -33.830, 15.508], [30.641, -33.480, 14.125], [30.698, -31.759, 12.761], [30.583, -31.350, 13.625], [29.858, -31.616, 12.313], [25.395, -31.700, 9.983], [24.886, -30.981, 9.597], [25.249, -31.620, 10.931], [28.618, -37.766, 13.563], [27.667, -37.697, 13.748], [28.724, -38.614, 13.114], [27.040, -34.860, 15.649], [26.301, -35.438, 15.875], [26.635, -34.025, 15.391], [24.181, -34.902, 10.110], [24.424, -35.460, 10.856], [24.642, -34.072, 10.270]],
  "mulliken_charge": [0.9312, 0.4763, -0.1903, -0.1956, -0.1822, 1.5256, -0.7176, -0.7575, 0.4127, 0.7071, -0.5173, -0.7106, -0.5426, -0.4947, -0.4832, 0.2942, 0.3201, -0.6161, 0.2906, 0.3804, -0.6562, 0.2869, 0.3689, -0.3142, 0.2486, 0.1837, -0.6318, 0.3086, 0.2684, -0.5749, 0.2674, 0.3101, -0.4176, 0.2508, 0.2374, -0.6239, 0.2870, 0.2677, -0.6297, 0.3054, 0.3269]
}



Arrangement 2

{
  "formula": "CH18F3O16PSZr",
  "method": "ωB97M-V/def2-TZVPD",
  "gap_ha": 0.2275,
  "lumo_ha": -0.0836,
  "homo_energy_ev": -8.465,
  "species": ["Zr", "C", "F", "F", "F", "S", "O", "O", "O", "P", "O", "O", "O", "O", "O", "H", "H", "O", "H", "H", "O", "H", "H", "O", "H", "H", "O", "H", "H", "O", "H", "H", "O", "H", "H", "O", "H", "H", "O", "H", "H"],
  "xyz": [[-15.102, -11.945, -15.924], [-17.226, -8.183, -13.618], [-17.592, -7.511, -12.542], [-18.285, -8.309, -14.396], [-16.270, -7.501, -14.285], [-16.620, -9.944, -13.252], [-15.583, -9.816, -12.235], [-17.757, -10.751, -12.835], [-16.106, -10.397, -14.549], [-13.189, -12.067, -14.068], [-11.679, -12.492, -14.172], [-13.174, -12.789, -15.543], [-13.597, -10.866, -14.981], [-14.562, -12.834, -14.115], [-13.959, -11.387, -10.772], [-13.078, -11.174, -11.095], [-14.516, -10.641, -11.057], [-15.784, -4.368, -11.538], [-15.877, -5.318, -11.675], [-15.482, -4.283, -10.630], [-16.756, -7.902, -9.926], [-16.366, -7.657, -10.770], [-16.053, -8.360, -9.457], [-14.533, -6.759, -11.952], [-13.787, -6.201, -12.194], [-14.219, -7.661, -12.089], [-17.638, -11.830, -9.391], [-17.444, -11.529, -10.284], [-16.997, -12.528, -9.227], [-16.993, -12.831, -14.886], [-17.560, -12.306, -14.296], [-17.182, -13.750, -14.661], [-20.121, -11.953, -13.815], [-20.457, -12.298, -12.982], [-19.312, -11.481, -13.575], [-15.101, -9.946, -17.069], [-15.583, -9.373, -17.677], [-14.188, -9.616, -17.083], [-19.124, -5.699, -10.721], [-19.505, -5.537, -9.853], [-18.784, -6.599, -10.669]],
  "mulliken_charge": [1.6258, 0.4673, -0.1171, -0.2122, -0.1967, 1.2036, -0.5202, -0.9083, -0.3951, 0.9069, -0.5090, -0.7113, -0.4938, -0.4481, -0.6647, 0.2807, 0.4428, -0.6632, 0.3736, 0.3092, -0.5953, 0.2374, 0.2821, -0.5289, 0.2717, 0.2233, -0.6529, 0.3230, 0.3068, -0.4356, 0.2342, 0.2714, -0.6548, 0.3112, 0.4983, -0.4635, 0.2838, 0.3241, -0.6059, 0.2881, 0.3112]
}



Relative energies, unit eV: arrangement 1 0.000; arrangement 2 0.201



Arrangement 1

{
  "formula": "C2H10NO5",
  "method": "ωB97M-V/def2-TZVPD",
  "charge": -1,
  "gap_ha": 0.3169,
  "lumo_ha": 0.1381,
  "homo_energy_ev": -4.864,
  "species": ["C", "N", "C", "O", "O", "H", "H", "H", "H", "H", "H", "O", "H", "H", "O", "H", "H", "O"],
  "xyz": [[-2.019, -0.850, 0.090], [-0.683, -0.844, 0.656], [0.158, 0.323, 0.509], [1.362, 0.123, 0.789], [-0.406, 1.389, 0.192], [-2.245, 0.140, -0.302], [-2.775, -1.104, 0.841], [-2.089, -1.587, -0.713], [-0.544, -1.377, 1.491], [2.769, -0.936, -0.157], [4.235, -1.192, -0.311], [3.392, -1.461, -0.692], [0.056, -1.403, -1.605], [1.323, -1.102, -2.396], [0.501, -1.599, -2.437], [-1.388, 2.736, 1.174], [-2.875, 2.314, 1.014], [-2.305, 3.062, 1.215]],
  "mulliken_charge": [-0.8256, -0.2115, 0.5258, -0.8374, -0.7861, 0.2503, 0.3125, 0.2690, 0.2094, 0.4340, 0.2859, -0.6395, 0.3367, 0.3129, -0.6900, 0.4240, 0.2835, -0.6539]
}



Arrangement 2

{
  "formula": "C2H10NO5",
  "method": "ωB97M-V/def2-TZVPD",
  "charge": -1,
  "gap_ha": 0.3234,
  "lumo_ha": 0.1357,
  "homo_energy_ev": -5.108,
  "species": ["O", "C", "N", "C", "O", "H", "H", "H", "H", "H", "H", "O", "H", "H", "O", "H", "H", "O"],
  "xyz": [[-1.995, 0.737, 1.963], [-0.902, 0.708, 1.440], [-0.256, -0.386, 1.001], [0.806, -0.258, -0.109], [0.362, 0.287, -1.236], [-0.303, 1.629, 1.304], [-0.878, -1.173, 0.832], [1.074, -1.320, -0.210], [1.564, 0.362, 0.402], [-1.646, -1.050, -3.052], [-0.339, -0.559, -2.367], [-0.686, -1.153, -3.115], [1.826, -1.582, 2.922], [0.400, -1.830, 2.548], [1.024, -1.977, 3.282], [-0.023, 1.988, -1.293], [0.117, 2.687, -2.608], [-0.145, 2.890, -1.705]],
  "mulliken_charge": [-0.6254, -0.0134, -0.0457, -0.7796, -0.9397, 0.3074, 0.3330, 0.3751, 0.3425, 0.2617, 0.4386, -0.7260, 0.3001, 0.3867, -0.6831, 0.5004, 0.2738, -0.7063]
}



Relative energies, unit eV: arrangement 1 0.000; arrangement 2 0.876



Arrangement 1

{
  "formula": "C4H3NO2S",
  "method": "ωB97M-V/def2-TZVPD",
  "gap_ha": 0.3240,
  "smiles": "O=c1occn1C=S",
  "lumo_ha": -0.0187,
  "homo_energy_ev": -9.323,
  "species": ["C", "C", "C", "C", "H", "H", "H", "N", "O", "O", "S"],
  "xyz": [[-0.728, -1.277, 0.979], [0.437, 0.902, 0.546], [0.809, 1.481, -0.590], [-0.164, -0.413, -1.233], [-1.110, -2.104, 0.379], [0.548, 1.154, 1.568], [1.314, 2.404, -0.816], [-0.171, -0.310, 0.175], [0.451, 0.701, -1.691], [-0.605, -1.299, -1.910], [-0.781, -1.239, 2.594]],
  "mulliken_charge": [0.0163, -0.1165, -0.4539, 0.5212, 0.3097, 0.4142, 0.4195, 0.0518, -0.3287, -0.5385, -0.2951]
}



Arrangement 2

{
  "formula": "C4H3NO2S",
  "method": "ωB97M-V/def2-TZVPD",
  "gap_ha": 0.2978,
  "lumo_ha": -0.0330,
  "homo_energy_ev": -8.999,
  "species": ["C", "C", "C", "C", "N", "O", "O", "S", "H", "H", "H"],
  "xyz": [[0.038, 1.107, -0.275], [1.320, 0.815, -0.189], [-2.231, -0.121, -0.043], [-0.952, 0.135, 0.017], [0.033, -1.082, 0.696], [2.137, -1.426, -0.726], [-3.338, -0.522, -0.033], [1.663, -0.793, 0.470], [-0.386, 2.093, -0.778], [2.059, 1.436, -0.615], [-0.344, -1.641, 1.476]],
  "mulliken_charge": [-0.3681, -0.3732, 0.6390, 0.1300, -0.3574, -0.5554, -0.3934, 0.3875, 0.2155, 0.4154, 0.2601]
}



Relative energies, unit eV: arrangement 1 0.000; arrangement 2 3.634



Arrangement 1

{
  "formula": "C5H11NO2",
  "method": "ωB97M-V/def2-TZVPD",
  "charge": 1,
  "s_squared": 0.76,
  "spin_multiplicity": 2,
  "gap_ha": [0.4101, 0.2385],
  "lumo_ha": [-0.1547, -0.3263],
  "homo_energy_ev": [-15.370, -15.371],
  "species": ["O", "C", "N", "C", "O", "C", "C", "C", "H", "H", "H", "H", "H", "H", "H", "H", "H", "H", "H"],
  "xyz": [[1.546, 1.201, 0.708], [0.849, 0.203, 0.432], [1.271, -0.850, -0.218], [0.547, -2.110, -0.325], [-0.395, -2.107, -1.374], [-0.568, 0.328, 1.011], [-1.317, 1.659, 0.815], [-1.621, 1.917, -0.671], [2.220, -0.809, -0.571], [1.255, -2.864, -0.669], [0.023, -2.376, 0.580], [-0.544, -1.241, -1.764], [-1.099, -0.559, 0.652], [-0.422, 0.323, 2.091], [-0.712, 2.484, 1.160], [-2.235, 1.466, 1.363], [-0.948, 2.689, -1.058], [-2.575, 2.400, -0.880], [-1.543, 1.086, -1.376]],
  "mulliken_spin": [0.8574, 0.0118, 0.0300, 0.0028, 0.0001, 0.0608, 0.0034, 0.0048, 0.0041, 0.0020, -0.0004, 0.0005, 0.0271, -0.0022, -0.0031, 0.0027, -0.0007, -0.0005, -0.0005]
}



Arrangement 2

{
  "formula": "C5H11NO2",
  "method": "ωB97M-V/def2-TZVPD",
  "charge": 1,
  "s_squared": 0.77,
  "spin_multiplicity": 2,
  "gap_ha": [0.3476, 0.2151],
  "lumo_ha": [-0.1451, -0.2776],
  "homo_energy_ev": [-13.407, -13.407],
  "species": ["C", "C", "N", "C", "H", "H", "H", "H", "H", "H", "H", "O", "C", "O", "C", "H", "H", "H", "H"],
  "xyz": [[1.179, -2.733, -2.171], [2.125, -1.993, -1.488], [1.788, -0.951, -0.748], [2.679, 0.195, -0.582], [0.129, -2.468, -2.117], [1.473, -3.577, -2.782], [3.172, -2.278, -1.472], [0.837, -0.638, -0.948], [2.417, 0.745, 0.321], [3.727, -0.082, -0.500], [2.563, 0.850, -1.446], [-2.512, 0.088, 1.379], [-2.028, 1.181, 1.277], [-2.498, 2.270, 1.900], [-0.842, 1.487, 0.399], [-3.194, 1.984, 2.514], [-0.540, 2.527, 0.373], [-1.159, 1.186, -0.605], [-0.025, 0.822, 0.678]],
  "mulliken_spin": [0.4867, 0.0663, 0.3781, 0.0066, 0.0270, 0.0255, 0.0033, -0.0190, 0.0058, 0.0026, 0.0172, 0.0000, 0.0002, 0.0000, -0.0010, 0.0000, 0.0000, -0.0002, 0.0007]
}



Relative energies, unit eV: arrangement 1 1.251; arrangement 2 0.000